The following is a quantum chemistry calculation of C23H21N11ORuS3 as an isolated structure in a non-equilibrium geometry, from OMol25.

Output
total charge	+1
multiplicity	2
HOMO energy (spin up / spin down)	-7.9504 / -9.6605	eV
⟨S²⟩	1.01
orbital gap (spin up / spin down)	4.4 / 6.1	eV

Each line ends with the Mulliken spin population.
Geometry (Å):
Ru -0.263 -0.478 0.382  0.058
C -4.167 3.838 1.393  -0.001
S -2.531 4.168 0.673  0.062
C -1.850 2.585 0.407  0.245
S -2.349 1.181 1.406  -0.020
N -0.894 2.509 -0.454  -0.110
N -0.186 1.453 -0.700  0.086
C 0.720 1.554 -1.674  0.288
C 1.610 0.505 -1.940  0.011
C 2.609 0.613 -2.937  0.097
C 3.482 -0.422 -3.138  -0.014
C 3.371 -1.567 -2.340  0.133
C 2.374 -1.609 -1.383  -0.039
N 1.517 -0.620 -1.183  0.146
H -4.538 4.807 1.708  0.001
H -4.078 3.185 2.253  0.003
H -4.827 3.414 0.643  0.003
H 0.786 2.484 -2.228  0.019
H 2.658 1.518 -3.517  0.003
H 4.248 -0.360 -3.897  -0.001
H 4.044 -2.399 -2.454  0.009
H 2.262 -2.471 -0.732  0.003
S 2.703 -3.212 6.677  -0.001
N 3.188 -2.020 5.684  0.002
C 2.277 -1.851 4.739  0.005
C 2.328 -0.893 3.675  0.003
C 3.372 -0.016 3.460  -0.008
C 3.308 0.867 2.378  0.008
C 2.194 0.854 1.558  -0.015
N 1.173 0.021 1.725  0.025
C 1.217 -0.882 2.771  0.011
C 0.153 -1.780 2.898  -0.013
N -0.855 -1.701 1.960  -0.055
C -1.922 -2.475 2.099  0.012
C -2.038 -3.435 3.090  -0.005
C -1.010 -3.585 4.026  0.013
C 0.082 -2.743 3.958  -0.013
C 1.176 -2.757 4.878  0.002
N 1.306 -3.560 5.923  -0.002
H 4.223 -0.034 4.121  0.000
H 4.116 1.545 2.169  0.000
H 2.126 1.536 0.718  -0.007
H -2.726 -2.315 1.389  0.002
H -2.925 -4.045 3.146  0.000
H -1.061 -4.327 4.806  0.001
C -4.032 0.651 -0.592  -0.001
O -2.977 0.168 0.209  0.048
H -4.922 0.863 0.006  0.001
H -4.252 -0.139 -1.307  0.002
H -3.730 1.544 -1.147  -0.003
N -1.550 -5.442 -1.175  0.001
C -2.716 -4.774 -1.205  -0.001
N -3.867 -5.456 -1.226  0.001
N -2.798 -3.468 -1.203  0.004
C -1.916 -2.571 -1.065  0.006
N -1.254 -1.616 -0.960  -0.007
H -1.514 -6.446 -1.159  0.000
H -0.678 -4.937 -1.138  0.000
H -3.904 -6.454 -1.340  0.000
H -4.730 -4.942 -1.257  0.000

Cartesian forces, eV/Å:
1.12 3.46 -1.31
0.46 -0.08 -0.27
-0.21 0.47 0.24
0.04 -1.30 0.84
0.33 -0.13 -1.16
-0.40 1.29 -0.75
0.75 -2.36 0.64
-0.14 0.66 -0.18
0.15 -0.09 0.01
-0.08 -0.13 0.14
-0.15 0.00 0.13
-0.12 -0.07 0.15
0.41 -0.37 -0.09
-1.27 -0.08 1.10
-0.05 0.10 0.01
-0.10 -0.01 0.09
-0.13 -0.05 0.02
-0.05 -0.02 0.01
0.04 0.13 -0.12
0.07 0.03 -0.07
0.07 -0.12 -0.02
0.01 0.02 -0.07
-0.61 0.61 -1.23
0.33 0.11 0.18
-0.13 -0.91 0.89
-1.22 0.09 -1.12
0.23 0.78 -0.74
0.02 -0.74 0.87
-0.07 0.26 -0.23
-0.18 -0.92 1.18
2.54 1.98 -0.07
-2.46 -1.93 0.52
1.91 -0.98 0.74
-0.28 -0.04 -0.12
0.57 0.02 0.77
-0.84 -0.03 -0.61
-0.03 1.12 -1.24
1.01 0.07 0.81
-0.12 -0.26 0.18
0.13 0.02 0.10
0.08 0.13 0.00
-0.11 -0.09 0.03
0.12 -0.04 -0.12
-0.09 -0.05 -0.02
-0.02 -0.09 0.10
-0.34 0.29 -0.14
-0.09 -0.17 0.49
-0.02 0.05 0.01
0.00 -0.04 0.01
-0.02 0.02 0.05
0.01 -0.17 0.03
0.53 0.38 0.05
-0.04 -0.36 -0.02
-1.96 -1.00 -0.24
1.51 1.53 -0.17
-1.09 -1.14 -0.18
0.02 0.02 0.00
-0.16 0.01 -0.06
0.06 0.07 0.01
0.08 0.09 -0.05


The following is a quantum chemistry calculation of an isolated molecule of C23H21N3O2S2 in a non-equilibrium geometry, from OMol25.

Output
total charge	0
multiplicity	1
SMILES	Cc1ccc(OCc2nnc(SCC(=O)c3cccs3)n2-c2ccccc2)cc1C
HOMO energy	-8.3655	eV
orbital gap	8.7	eV

Each line ends with the Löwdin charge.
Geometry (Å):
C 1.053 3.694 5.417  -0.051
C 0.486 2.947 4.248  -0.247
C 0.093 1.622 4.384  -0.035
C -0.424 0.911 3.322  -0.008
C -0.562 1.527 2.082  -0.266
C -0.188 2.855 1.937  0.023
C 0.336 3.569 3.007  -0.231
C 0.732 5.002 2.821  -0.043
H 0.544 5.328 1.802  0.076
H 1.791 5.138 3.039  0.084
H 0.172 5.644 3.500  0.084
H -0.315 3.360 0.990  0.111
O -1.081 0.751 1.081  -0.043
C -0.873 1.136 -0.260  -0.115
C -0.846 -0.100 -1.089  -0.254
N -1.410 -0.264 -2.248  0.099
N -1.181 -1.523 -2.654  0.037
C -0.488 -2.119 -1.720  -0.595
N -0.227 -1.261 -0.692  0.062
C 0.483 -1.520 0.497  -0.219
C 0.091 -2.570 1.315  -0.027
C 0.775 -2.804 2.494  -0.072
C 1.839 -1.996 2.857  -0.085
C 2.233 -0.957 2.030  -0.068
C 1.564 -0.720 0.845  -0.004
H 1.878 0.078 0.188  0.126
H 3.066 -0.329 2.307  0.110
H 2.362 -2.175 3.784  0.104
H 0.468 -3.617 3.135  0.107
H -0.747 -3.187 1.030  0.112
S 0.082 -3.750 -1.807  1.010
C -0.401 -4.018 -3.540  -0.392
C 0.118 -2.874 -4.400  -0.532
O 1.244 -2.445 -4.270  0.073
C -0.793 -2.365 -5.410  -0.474
C -0.516 -1.337 -6.280  -0.091
C -1.589 -1.029 -7.128  -0.174
C -2.674 -1.823 -6.901  -0.401
S -2.406 -2.952 -5.646  1.057
H -3.622 -1.806 -7.401  0.062
H -1.565 -0.254 -7.872  0.102
H 0.434 -0.833 -6.283  0.120
H -1.484 -4.116 -3.586  0.040
H 0.078 -4.952 -3.839  0.095
H -1.683 1.779 -0.626  0.142
H 0.080 1.673 -0.372  0.127
H -0.723 -0.120 3.426  0.116
H 0.200 1.133 5.342  0.111
H 2.057 4.056 5.194  0.081
H 0.437 4.560 5.656  0.082
H 1.103 3.054 6.293  0.074

Cartesian forces, eV/Å:
-0.03 0.00 -0.08
-0.01 0.02 -0.04
-0.03 0.03 -0.12
-0.13 -0.01 -0.27
0.05 -0.04 0.25
-0.11 -0.15 -0.23
0.02 -0.13 0.11
-0.01 -0.05 0.02
0.01 0.06 -0.05
0.07 0.09 0.01
0.00 0.12 0.03
-0.02 0.04 -0.10
-0.13 0.05 0.16
0.10 0.30 -0.23
-0.14 0.03 0.11
-0.24 1.21 0.39
0.12 -0.93 0.17
-0.10 0.05 -0.01
-0.39 0.07 -0.67
0.43 -0.20 0.55
-0.01 0.14 -0.16
0.04 -0.05 0.06
0.04 -0.04 0.06
0.03 0.03 0.00
-0.08 -0.13 -0.11
0.00 0.08 -0.08
0.07 0.06 0.03
0.05 -0.02 0.08
-0.02 -0.07 0.05
-0.11 -0.03 -0.02
0.16 -0.49 -0.05
0.13 0.17 0.60
0.40 -0.15 -0.01
-0.16 -0.15 -0.10
-0.42 0.35 -0.87
0.11 -0.46 0.42
-0.26 -0.01 -0.12
0.00 -0.23 0.20
0.37 0.38 -0.21
-0.18 0.03 -0.12
-0.03 0.12 -0.13
0.18 0.06 0.05
0.07 -0.05 -0.05
-0.03 0.02 -0.01
0.17 -0.07 0.01
-0.13 -0.01 0.10
-0.02 -0.16 0.00
0.02 -0.05 0.11
0.09 0.07 0.07
0.01 0.10 0.10
0.02 0.00 0.08


The following is a quantum chemistry calculation of an isolated molecule of C23H21N3O4S, from OMol25.

Output
total charge	0
multiplicity	1
SMILES	CCOc1ccc(N2C(=O)CS/C2=N/NC(=O)COc2ccc3ccccc3c2)cc1
HOMO energy	-8.2059	eV
orbital gap	8.9	eV

Each line ends with the Löwdin charge.
Geometry (Å):
C 4.135 2.917 -1.446  -0.063
C 5.133 2.415 -0.406  -0.243
O 4.814 1.122 0.072  -0.049
C 3.780 0.955 0.936  -0.275
C 3.457 -0.372 1.231  0.004
C 2.416 -0.669 2.082  -0.010
C 1.668 0.360 2.642  -0.224
C 2.001 1.679 2.386  0.000
C 3.051 1.977 1.539  -0.001
H 3.283 3.014 1.355  0.109
H 1.426 2.473 2.832  0.129
N 0.564 0.049 3.486  0.044
C 0.503 0.565 4.756  -0.474
O 1.267 1.377 5.209  0.115
C -0.644 -0.042 5.539  -0.340
H -0.281 -0.447 6.483  0.091
H -1.398 0.719 5.751  0.092
S -1.367 -1.351 4.518  0.998
C -0.390 -0.892 3.133  -0.603
N -0.666 -1.461 2.034  0.060
N -0.100 -1.092 0.832  0.060
C -0.119 0.166 0.338  -0.478
O -0.465 1.147 0.963  0.082
C 0.408 0.241 -1.097  -0.093
O 0.202 -0.925 -1.854  -0.050
C -1.080 -1.206 -2.265  -0.257
C -2.203 -0.536 -1.858  0.044
C -3.473 -0.915 -2.343  -0.155
C -4.646 -0.245 -1.942  -0.031
C -5.867 -0.625 -2.425  -0.082
C -5.972 -1.692 -3.330  -0.087
C -4.852 -2.364 -3.735  -0.038
C -3.580 -1.997 -3.254  -0.173
C -2.402 -2.670 -3.646  -0.021
C -1.185 -2.288 -3.167  0.003
H -0.276 -2.791 -3.458  0.118
H -2.479 -3.496 -4.337  0.115
H -4.926 -3.188 -4.431  0.110
H -6.945 -1.977 -3.703  0.100
H -6.762 -0.106 -2.113  0.102
H -4.562 0.576 -1.244  0.114
H -2.154 0.284 -1.157  0.117
H 1.495 0.366 -1.040  0.135
H -0.023 1.125 -1.583  0.144
H -0.024 -1.865 0.183  0.154
H 2.178 -1.698 2.308  0.125
H 4.043 -1.156 0.778  0.121
H 5.225 3.125 0.425  0.117
H 6.118 2.295 -0.865  0.124
H 4.079 2.213 -2.273  0.079
H 4.457 3.882 -1.825  0.077
H 3.141 3.021 -1.015  0.065

Cartesian forces, eV/Å:
0.17 -0.24 0.30
-0.01 0.36 -0.25
-0.03 -0.23 0.09
-0.18 -0.25 0.14
0.16 0.18 -0.15
0.00 0.26 0.20
0.46 0.10 -0.08
-0.02 -0.31 0.04
0.24 0.12 -0.14
0.04 0.09 -0.07
-0.07 0.06 0.01
0.23 0.03 -0.59
-0.22 -0.01 0.70
0.00 0.03 -0.01
-0.29 -0.21 0.06
0.09 0.11 -0.09
0.14 0.03 -0.02
-0.04 0.00 0.21
-0.03 0.14 -0.11
-0.51 -0.32 -0.02
0.28 -0.28 0.05
-0.09 -0.14 -0.33
-0.13 0.09 -0.03
0.06 0.44 0.12
-0.11 -0.34 -0.17
-0.23 0.17 0.05
0.49 0.06 0.09
-0.06 -0.31 -0.27
-0.18 0.04 0.01
0.11 0.16 0.15
0.03 -0.22 -0.17
-0.18 0.03 0.00
-0.07 0.27 0.22
0.26 0.02 0.07
-0.01 -0.07 -0.04
0.09 -0.08 -0.06
0.02 -0.08 -0.07
-0.03 -0.08 -0.07
-0.05 -0.05 -0.04
-0.04 0.06 0.04
-0.01 0.08 0.07
0.03 0.11 0.07
-0.14 0.04 0.02
-0.01 -0.12 0.12
-0.04 0.27 0.09
-0.05 -0.07 0.02
0.08 -0.10 -0.06
0.04 -0.09 -0.04
-0.11 0.08 0.12
0.00 -0.04 -0.09
0.00 0.12 -0.06
-0.08 0.06 -0.01


The following is a quantum chemistry calculation of C23H21N3O5PPdS as an isolated structure in a non-equilibrium geometry, from OMol25.

Output
total charge	-1
multiplicity	1
HOMO energy (spin up / spin down)	-4.8803 / -4.8920	eV
orbital gap (spin up / spin down)	7.0 / 7.0	eV

Each line ends with the Löwdin charge.
Geometry (Å):
Pd 1.164 1.695 0.407  0.702
C 5.282 1.188 -1.111  -0.013
C 3.850 0.907 -0.772  -0.313
N 2.873 1.622 -1.155  -0.077
O 3.150 2.732 -1.916  -0.030
C 3.452 -0.222 0.071  -0.281
C 4.383 -1.345 0.404  -0.029
N 2.216 -0.221 0.478  -0.198
O 1.664 -1.161 1.133  -0.192
H 5.383 2.238 -1.373  0.074
H 5.604 0.580 -1.960  0.085
H 5.925 0.959 -0.262  0.081
H 2.256 3.061 -2.080  0.072
H 5.019 -1.078 1.252  0.086
H 5.023 -1.593 -0.444  0.073
H 3.795 -2.218 0.681  0.067
O 0.035 2.602 -1.675  -0.399
S -1.047 3.126 -0.834  0.438
O -1.589 4.373 -1.320  -0.323
O -0.694 3.133 0.601  -0.404
C -2.396 1.943 -0.921  -0.252
C -3.597 2.355 -1.480  -0.058
C -4.703 1.524 -1.432  -0.080
C -4.611 0.292 -0.797  -0.081
C -3.408 -0.120 -0.252  -0.082
C -2.279 0.699 -0.309  -0.306
P -0.658 0.079 0.357  1.090
C -0.530 -1.302 -0.841  -0.331
C -1.062 -2.578 -0.698  -0.090
C -0.959 -3.493 -1.735  -0.091
C -0.336 -3.139 -2.922  -0.101
C 0.195 -1.866 -3.072  -0.078
C 0.106 -0.954 -2.033  -0.085
C -1.239 -0.554 1.957  -0.334
C -0.840 -1.770 2.502  -0.096
C -1.318 -2.160 3.745  -0.083
C -2.161 -1.329 4.467  -0.098
C -2.498 -0.080 3.959  -0.083
C -2.034 0.310 2.715  -0.081
H -3.640 3.339 -1.927  0.107
H -5.640 1.839 -1.874  0.099
H -5.484 -0.345 -0.717  0.099
H -3.342 -1.083 0.240  0.105
H -1.554 -2.866 0.221  0.093
H -1.369 -4.489 -1.616  0.097
H -0.264 -3.857 -3.730  0.095
H 0.682 -1.587 -3.998  0.101
H 0.529 0.042 -2.131  0.088
H -0.130 -2.382 1.963  0.091
H -1.018 -3.116 4.157  0.099
H -2.539 -1.643 5.432  0.095
H -3.121 0.591 4.537  0.100
H -2.269 1.293 2.324  0.111
N 3.281 3.287 2.196  -0.081
C 2.459 2.745 1.587  -0.399

Cartesian forces, eV/Å:
-1.51 -2.31 2.31
-0.09 -0.02 0.11
0.28 0.33 -0.09
0.12 -0.05 -1.00
0.36 0.04 -0.17
-0.35 -0.37 -0.05
-0.21 -0.04 -0.17
0.31 1.70 0.92
0.13 -0.21 -0.08
0.06 -0.03 -0.01
0.02 0.01 0.00
0.01 0.01 -0.01
-0.12 0.14 -0.01
0.02 0.01 0.01
0.05 -0.01 0.02
0.02 0.01 0.01
-0.29 0.11 -0.06
-0.35 0.64 -1.16
-0.12 -0.06 0.28
0.90 -0.30 -0.10
0.17 0.14 0.31
0.03 0.09 -0.14
0.00 -0.04 0.03
-0.06 -0.04 -0.02
0.06 0.13 -0.02
0.08 -0.03 0.10
-0.16 0.21 -0.84
0.28 0.08 0.05
0.00 0.05 0.01
-0.02 -0.04 0.02
0.01 -0.02 -0.06
-0.02 -0.06 -0.01
0.04 0.02 0.08
0.30 0.17 0.23
0.03 0.04 -0.10
-0.02 -0.07 0.02
0.01 0.03 -0.02
-0.05 -0.03 0.07
0.03 -0.05 -0.13
-0.03 -0.02 0.01
0.00 0.03 0.02
0.02 -0.02 -0.05
-0.01 -0.03 0.00
-0.03 -0.01 0.02
0.00 0.01 0.01
0.01 0.01 0.01
0.02 0.03 0.02
0.00 -0.01 -0.04
-0.04 -0.03 0.03
0.01 0.01 0.00
0.02 0.01 0.01
0.01 0.01 -0.01
-0.07 -0.01 0.02
-0.11 -0.02 0.08
0.28 -0.10 -0.46


Question: Which value of multiplicity does entry 2 give?
Answer: 1


Question: Which of these has the highest total charge?
Answer: C23H21N11ORuS3


Question: Among the records above, which one has the highest multiplicity?
Answer: C23H21N11ORuS3


Question: Look up the total charge of the third one.
Answer: 0